# 1
The following is a DFT calculation (ωB97M-V with the def2-TZVPD basis set) of C8H16 in the gas phase.

As for the highest occupied orbital energy: -8.767 eV. The SMILES is C/C=C/CCCCC. The energy above the lowest of the compared OMol25 structures with the same formula, charge and spin comes out at 67.3 kcal/mol. The total energy comes out at -8552.194 eV.

Last column: natural (NBO) charge in e.
Geometry (Å):
C (-3.769, 0.977, 1.966)  -0.66
C (-2.321, 0.652, 1.877)  -0.16
C (-1.672, 0.121, 0.794)  -0.21
C (-0.244, -0.337, 0.815)  -0.43
C (0.825, 0.703, 0.217)  -0.42
C (1.008, 0.403, -1.291)  -0.39
C (2.383, -0.358, -1.661)  -0.41
C (2.574, -1.825, -1.819)  -0.62
H (-4.176, 0.324, 1.205)  0.22
H (-3.989, 2.011, 1.832)  0.22
H (-4.084, 0.439, 2.893)  0.22
H (-1.945, 0.781, 2.942)  0.19
H (-1.861, 0.396, -0.244)  0.19
H (-0.101, -1.320, 0.342)  0.21
H (-0.106, -0.479, 1.928)  0.20
H (1.685, 0.334, 0.796)  0.22
H (0.544, 1.805, 0.120)  0.22
H (1.214, 1.485, -1.686)  0.18
H (0.060, 0.173, -1.690)  0.20
H (3.161, 0.162, -1.070)  0.21
H (2.576, 0.125, -2.617)  0.20
H (1.756, -2.466, -1.976)  0.22
H (3.168, -2.275, -0.933)  0.20
H (3.315, -1.832, -2.739)  0.21

=====

# 2
The following is a DFT calculation (ωB97M-V with the def2-TZVPD basis set) of C29H18Cl3N2OPRuS7 as an isolated structure.

Its net charge is -1. As for the highest occupied orbital energy (spin up / spin down): -4.077 / -4.448 eV. As for the multiplicity: 2. The energy above the lowest of the compared OMol25 structures with the same formula, charge and spin comes out at 66.7 kcal/mol. The total energy comes out at -160682.833 eV. As for the expectation value of S²: 0.7815.

Last column: Mulliken spin population.
Geometry (Å):
Ru (0.024, -0.189, 0.139)  0.82
Cl (1.267, 4.574, 0.808)  0.00
C (2.357, 3.312, 0.330)  0.00
C (3.741, 3.561, 0.336)  0.00
C (4.626, 2.594, -0.039)  0.00
Cl (6.339, 2.936, -0.015)  0.00
C (4.169, 1.309, -0.425)  0.00
C (4.990, 0.231, -0.828)  0.00
C (4.414, -0.965, -1.131)  0.00
C (3.015, -1.116, -1.021)  0.00
N (2.224, -0.133, -0.667)  0.04
C (2.784, 1.079, -0.390)  -0.01
C (1.839, 2.086, -0.050)  -0.01
O (0.576, 1.806, -0.134)  0.00
H (4.101, 4.533, 0.642)  0.00
H (6.061, 0.373, -0.895)  0.00
H (5.007, -1.815, -1.441)  0.00
H (2.544, -2.063, -1.248)  0.00
S (-7.310, -0.975, -0.134)  0.00
C (-5.672, -0.749, -0.184)  0.00
S (-4.551, -1.955, -0.690)  0.00
C (-3.090, -1.022, -0.467)  -0.02
C (-3.249, 0.219, -0.026)  0.02
S (-1.885, 1.284, 0.174)  0.03
S (-4.892, 0.717, 0.293)  0.00
S (-1.524, -1.710, -0.826)  0.08
S (0.859, -3.950, -1.534)  0.00
P (1.213, -3.830, 0.385)  -0.01
S (0.893, -2.080, 1.419)  0.01
C (2.957, -4.281, 0.739)  0.00
C (3.850, -3.421, 1.363)  0.00
C (5.172, -3.809, 1.567)  0.00
C (5.605, -5.053, 1.140)  0.00
C (4.714, -5.918, 0.510)  0.00
C (3.400, -5.534, 0.310)  0.00
C (0.318, -5.120, 1.318)  0.00
C (-0.420, -6.085, 0.648)  0.00
C (-1.079, -7.079, 1.365)  0.00
C (-0.999, -7.110, 2.747)  0.00
C (-0.267, -6.138, 3.422)  0.00
C (0.388, -5.146, 2.711)  0.00
H (3.509, -2.445, 1.686)  0.00
H (5.860, -3.134, 2.061)  0.00
H (6.635, -5.353, 1.293)  0.00
H (5.050, -6.889, 0.167)  0.00
H (2.707, -6.199, -0.193)  0.00
H (-0.478, -6.044, -0.433)  0.00
H (-1.661, -7.826, 0.838)  0.00
H (-1.512, -7.884, 3.304)  0.00
H (-0.215, -6.150, 4.504)  0.00
H (0.954, -4.382, 3.232)  0.00
Cl (3.040, 0.536, 4.871)  0.00
C (1.442, 0.343, 4.220)  0.00
C (0.413, -0.146, 5.000)  0.00
C (-0.836, -0.281, 4.420)  0.00
C (-0.999, 0.052, 3.086)  0.01
N (0.003, 0.511, 2.337)  0.03
C (1.206, 0.661, 2.895)  0.00
H (0.591, -0.410, 6.034)  0.00
H (-1.676, -0.649, 4.992)  0.00
H (-1.955, -0.035, 2.586)  0.01
H (2.000, 1.047, 2.270)  0.01

=====

# 3
The following is a DFT calculation (ωB97M-V with the def2-TZVPD basis set) of C4H5BrClI in the gas phase.

As for the highest occupied orbital energy: -8.632 eV. The energy above the lowest of the compared OMol25 structures with the same formula, charge and spin comes out at 4.5 kcal/mol. The total energy comes out at -94892.587 eV.

Last column: natural (NBO) charge in e.
Geometry (Å):
C (0.086, 0.758, -0.118)  -0.49
C (-0.205, -1.322, 0.939)  -0.20
C (-1.012, -0.237, 0.255)  -0.26
C (1.226, -0.244, -0.203)  -0.33
Cl (-0.468, -2.958, 0.511)  0.03
Br (-2.438, 0.528, 1.393)  -0.04
I (3.050, 0.130, 0.745)  0.17
H (-0.097, 1.310, -1.045)  0.23
H (0.257, 1.471, 0.688)  0.23
H (0.052, -1.172, 1.979)  0.23
H (-1.522, -0.636, -0.619)  0.24
H (1.322, -0.808, -1.114)  0.21

=====

# 4
The following is a DFT calculation (ωB97M-V with the def2-TZVPD basis set) of C4H8O2 in the gas phase.

As for the highest occupied orbital energy: -9.484 eV. The SMILES is C1COCCO1. The energy above the lowest of the compared OMol25 structures with the same formula, charge and spin comes out at 47.5 kcal/mol. The total energy comes out at -8371.221 eV.

Last column: natural (NBO) charge in e.
Geometry (Å):
C (-1.088, -0.694, 0.340)  -0.11
C (0.326, -1.269, 0.276)  -0.11
O (1.351, -0.303, 0.483)  -0.52
C (0.828, 0.985, 0.300)  -0.10
C (-0.073, 1.003, -0.900)  -0.10
O (-1.244, 0.302, -0.637)  -0.53
H (-1.786, -1.530, 0.210)  0.20
H (-1.381, -0.224, 1.339)  0.17
H (0.531, -1.727, -0.724)  0.18
H (0.534, -2.072, 0.986)  0.20
H (1.645, 1.652, 0.166)  0.20
H (0.191, 1.253, 1.190)  0.16
H (0.479, 0.578, -1.774)  0.16
H (-0.315, 2.046, -1.255)  0.19

=====

# 5
The following is a DFT calculation (ωB97M-V with the def2-TZVPD basis set) of N2O6 in the gas phase.

As for the highest occupied orbital energy: -12.007 eV. The SMILES is O=[N+]([O-])OO[N+](=O)[O-]. The energy above the lowest of the compared OMol25 structures with the same formula, charge and spin comes out at 5.0 kcal/mol. The total energy comes out at -15254.402 eV.

Last column: natural (NBO) charge in e.
Geometry (Å):
O (2.560, 0.356, -0.611)  -0.28
N (1.710, -0.024, 0.082)  0.73
O (1.581, -0.196, 1.221)  -0.29
O (0.503, -0.394, -0.749)  -0.17
O (-0.558, -0.842, -0.038)  -0.16
N (-1.703, 0.181, 0.011)  0.72
O (-2.721, -0.375, -0.026)  -0.27
O (-1.370, 1.294, 0.111)  -0.29